(1)
This record from the Open Molecules 2025 dataset describes a structure of composition C45H40O6OsP in a non-equilibrium geometry. The level of theory is ωB97M-V with the def2-TZVPD basis set.

XYZ file:
```
93
Properties=species:S:1:pos:R:3:lowdin_charge:R:1
Os 1.0349 -1.0299 -0.6822 1.486
O 2.5543 -3.1430 -3.7185 0.157
C 2.3007 -2.2639 -2.9611 -0.610
O 1.5803 -2.4792 -1.8279 -0.240
C 2.7044 -0.8088 -3.1955 -0.171
P 2.6994 0.1230 -1.6236 0.960
C 2.4275 1.8524 -1.9841 -0.329
C 1.3452 2.2136 -2.7931 -0.091
C 1.0882 3.5503 -3.0362 -0.053
C 1.9009 4.5266 -2.4717 -0.051
C 2.9691 4.1700 -1.6632 -0.056
C 3.2351 2.8328 -1.4128 -0.063
C 4.2626 -0.0991 -0.7814 -0.351
C 5.4568 0.1563 -1.4588 -0.080
C 6.6647 -0.0214 -0.8082 -0.055
C 6.6837 -0.4498 0.5132 -0.050
C 5.4982 -0.6989 1.1887 -0.050
C 4.2829 -0.5250 0.5440 -0.075
H 1.9367 -0.3725 -3.8430 0.102
H 3.6596 -0.7513 -3.7160 0.111
H 0.6926 1.4630 -3.2216 0.098
H 0.2502 3.8292 -3.6605 0.117
H 1.6979 5.5715 -2.6634 0.115
H 3.5972 4.9328 -1.2241 0.114
H 4.0649 2.5564 -0.7748 0.109
H 5.4468 0.4989 -2.4870 0.116
H 7.5913 0.1726 -1.3306 0.115
H 7.6303 -0.5910 1.0174 0.116
H 5.5169 -1.0326 2.2169 0.116
H 3.3572 -0.7169 1.0733 0.074
C -3.4740 -3.6996 0.5200 0.037
C -3.4718 -2.2357 0.9290 -0.560
C -4.7660 -1.7932 1.5640 0.035
O -3.2060 -1.3974 -0.1952 -0.010
C -1.8204 -1.2730 -0.3624 -0.161
C -1.2470 -1.7970 1.0443 -0.177
O -2.4022 -1.9509 1.8194 0.003
C -0.1209 -1.1643 1.9064 -0.311
O 1.1456 -1.2805 1.1334 -0.333
C -0.2832 0.2762 2.3417 -0.163
C -1.5395 0.8236 2.5801 -0.026
C -1.6541 2.1071 3.0927 -0.064
C -0.5240 2.8615 3.3539 -0.072
C 0.7323 2.3246 3.1094 -0.058
C 0.8524 1.0346 2.6190 -0.015
C 0.1088 -2.0953 3.0950 -0.144
C 0.8654 -3.2541 2.9474 -0.024
C 1.0218 -4.1275 4.0121 -0.064
C 0.4164 -3.8564 5.2308 -0.073
C -0.3438 -2.7071 5.3780 -0.057
C -0.4966 -1.8279 4.3172 -0.004
C -1.5298 0.1095 -1.0616 -0.298
O -0.1051 0.3636 -0.9960 -0.312
C -2.1844 1.3594 -0.4688 -0.162
C -3.5597 1.4361 -0.2481 -0.035
C -4.1357 2.6134 0.2054 -0.059
C -3.3580 3.7403 0.4235 -0.077
C -1.9951 3.6769 0.1846 -0.070
C -1.4125 2.4990 -0.2552 -0.027
C -1.8183 0.0035 -2.5703 -0.133
C -1.2404 -1.0242 -3.3205 -0.050
C -1.3982 -1.0842 -4.6960 -0.059
C -2.1447 -0.1133 -5.3515 -0.068
C -2.7225 0.9084 -4.6184 -0.053
C -2.5586 0.9698 -3.2396 -0.003
H -4.2867 -3.8807 -0.1813 0.102
H -3.6150 -4.3269 1.3986 0.104
H -2.5397 -3.9877 0.0381 0.089
H -5.5762 -1.8779 0.8412 0.103
H -4.6824 -0.7574 1.8900 0.089
H -4.9940 -2.4229 2.4219 0.102
H -1.4863 -2.0339 -1.0786 0.126
H -0.8283 -2.7932 0.8244 0.148
H -2.4286 0.2435 2.3903 0.114
H -2.6369 2.5177 3.2792 0.113
H -0.6190 3.8633 3.7517 0.110
H 1.6220 2.9032 3.3209 0.107
H 1.8340 0.6079 2.4658 0.108
H 1.3441 -3.4794 2.0034 0.113
H 1.6184 -5.0213 3.8879 0.108
H 0.5387 -4.5379 6.0617 0.108
H -0.8200 -2.4878 6.3242 0.110
H -1.0890 -0.9333 4.4462 0.119
H -4.1887 0.5849 -0.4506 0.117
H -5.2045 2.6509 0.3708 0.110
H -3.8122 4.6598 0.7687 0.109
H -1.3721 4.5468 0.3483 0.111
H -0.3460 2.4776 -0.4273 0.108
H -0.6538 -1.8054 -2.8495 0.088
H -0.9488 -1.8967 -5.2517 0.114
H -2.2770 -0.1606 -6.4240 0.111
H -3.3077 1.6693 -5.1170 0.112
H -3.0050 1.7865 -2.6915 0.116
```

As for the spin multiplicity: 1. The calculation puts the highest occupied orbital energy at -11.3 eV. For the LUMO energy, the calculation gives -3.9 eV. As for the net charge: +1.



(2)
This record from the Open Molecules 2025 dataset describes a structure of composition C45H41BCl3GeNO5PReS in a non-equilibrium geometry. The level of theory is ωB97M-V with the def2-TZVPD basis set.

XYZ file:
```
100
Properties=species:S:1:pos:R:3:lowdin_charge:R:1
Re 0.4124 0.9564 -1.6535 1.144
C 0.7982 -0.2387 4.6127 -0.049
C 0.1835 1.1321 4.4883 -0.284
C -0.3220 1.7320 5.6400 -0.072
C -0.8686 3.0090 5.6228 -0.102
C -0.9118 3.7187 4.4346 -0.082
C -0.4324 3.1237 3.2759 -0.091
C 0.1092 1.8371 3.2752 -0.337
P 0.5916 1.2912 1.5741 1.139
C 0.2125 -0.5124 1.5925 -0.322
C 1.1553 -1.4359 1.3986 -0.050
C 0.8690 -2.8650 1.0547 -0.101
C -0.6449 -3.1881 0.8787 -0.113
C -1.6010 -2.1523 1.3612 -0.006
C -1.2389 -0.9006 1.6419 -0.250
C -2.2778 0.1169 2.0335 -0.050
C 2.4218 1.3970 1.6239 -0.315
C 3.0923 1.7622 2.7970 -0.102
C 4.4539 2.0094 2.8078 -0.116
C 5.1689 1.8919 1.6221 -0.113
C 4.5132 1.5246 0.4612 -0.062
C 3.1349 1.2640 0.4179 -0.302
C 2.5302 0.8204 -0.8909 -0.286
H 1.0610 -0.4319 5.6546 0.071
H 1.6949 -0.3367 4.0027 0.065
H 0.1099 -1.0210 4.2833 0.080
H -0.2683 1.1849 6.5759 0.098
H -1.2501 3.4459 6.5387 0.090
H -1.3185 4.7208 4.3896 0.100
H -0.4858 3.6698 2.3408 0.070
H 2.1984 -1.1353 1.3940 0.120
H 1.4248 -3.5538 1.6979 0.142
H -0.9080 -4.1781 1.2577 0.143
H -2.6554 -2.4113 1.4010 0.114
H -3.2731 -0.2586 1.7932 0.077
H -2.1486 1.0613 1.5007 0.063
H -2.2319 0.3479 3.1011 0.078
H 2.5307 1.8883 3.7143 0.088
H 4.9448 2.3040 3.7279 0.087
H 6.2350 2.0901 1.6017 0.088
H 5.0666 1.4335 -0.4669 0.106
H 2.8321 -0.2233 -1.0280 0.042
H 3.0700 1.3734 -1.6764 0.039
Cl -0.5117 1.4204 -6.1170 -0.132
Ge 1.0726 1.3864 -4.5231 -0.114
Cl 2.2946 -0.3648 -5.3202 -0.159
Cl 2.3725 3.0604 -5.3863 -0.141
O -2.2638 6.1018 -0.6317 -0.322
S -0.9796 5.7240 -0.0965 0.608
O -0.7551 5.9939 1.3045 -0.331
N -0.6189 4.1947 -0.4657 -0.029
C 0.4089 4.1255 -1.2999 -0.490
O 0.9218 3.1094 -1.8182 -0.197
C 0.9935 5.4653 -1.6683 -0.122
C 2.0607 5.7318 -2.5053 0.002
C 2.4098 7.0656 -2.6909 -0.075
C 1.7086 8.0899 -2.0546 -0.093
C 0.6334 7.8099 -1.2175 -0.048
C 0.3020 6.4802 -1.0498 -0.223
H 2.5742 4.9231 -3.0090 0.087
H 3.2346 7.3128 -3.3477 0.097
H 2.0014 9.1203 -2.2183 0.092
H 0.0783 8.5967 -0.7240 0.112
C -1.3407 0.9916 -1.4897 -0.238
C -2.7673 0.8843 -1.2026 -0.297
C -3.4620 2.0336 -0.8116 -0.051
C -4.8158 1.9705 -0.5150 -0.096
C -5.4989 0.7639 -0.6097 -0.124
C -4.8138 -0.3776 -1.0119 -0.107
C -3.4594 -0.3241 -1.3081 -0.047
H -2.9183 2.9678 -0.7265 0.092
H -5.3355 2.8695 -0.2052 0.095
H -6.5572 0.7147 -0.3809 0.084
H -5.3389 -1.3233 -1.0933 0.089
H -2.9149 -1.2066 -1.6050 0.099
C -1.1368 -6.5435 -3.6643 -0.047
C -0.7786 -6.8213 -2.1992 -0.563
C -2.0463 -7.2389 -1.4443 -0.062
C 0.2002 -7.9980 -2.1518 -0.081
C -0.1888 -5.5472 -1.5754 -0.149
C 1.2749 -5.4501 -1.3251 -0.010
C 1.8703 -4.3539 -0.8579 0.035
C 1.0873 -3.1514 -0.4733 -0.335
O 1.4917 -2.0116 -1.1923 0.047
B 0.3392 -1.2303 -1.4730 -0.587
O -0.7934 -2.0697 -1.3315 0.070
C -0.4342 -3.2624 -0.6786 -0.320
C -0.9579 -4.4815 -1.3439 0.072
H -1.5866 -7.4284 -4.1254 0.079
H -0.2484 -6.2713 -4.2375 0.091
H -1.8431 -5.7166 -3.7427 0.084
H -2.4353 -8.1768 -1.8504 0.076
H -2.8308 -6.4869 -1.5289 0.073
H -1.8369 -7.3820 -0.3821 0.087
H -0.3035 -8.9025 -2.5016 0.077
H 0.5601 -8.1826 -1.1372 0.086
H 1.0667 -7.8364 -2.7944 0.076
H 1.8991 -6.2758 -1.6390 0.089
H 2.9519 -4.2786 -0.8257 0.121
H -2.0137 -4.4772 -1.5989 0.128
```

As for the spin multiplicity: 3. The calculation puts the highest occupied orbital energy (spin up / spin down) at -1.4 / -2.4 eV. Its energy above the lowest of the compared OMol25 structures with the same formula, charge and spin is 0.0 kcal per mole. For the LUMO energy (spin up / spin down), the calculation gives 3.6 / 3.6 eV. As for the net charge: -2.



The lowest spin multiplicity belongs to which entry?
C45H40O6OsP



Number 1 is which compound?
C45H40O6OsP